1.
14
Properties=species:S:1:pos:R:3 method="wB97M-V/def2-TZVPD" de_lowest_ev=0.437 e_homo_ev=-9.1 energy_ev=-16592.2289 largest_force_ha_per_bohr=0.0324
C 0.096 0.099 0.249
C 1.449 -0.114 -0.442
S 1.238 -0.273 -2.242
N 0.172 -0.150 1.696
H -0.282 1.069 -0.066
H -0.478 -0.748 -0.101
H 2.042 0.775 -0.327
H 1.974 -0.994 -0.087
H -0.048 0.063 -2.411
H -0.383 0.482 2.265
H 1.085 -0.016 2.105
H -3.669 -0.177 2.851
H -2.373 0.037 2.203
O -3.191 0.529 2.395

***

2.
64
Properties=species:S:1:pos:R:3 method="wB97M-V/def2-TZVPD" total_charge=+1 de_lowest_ev=0.000 e_homo_ev=-10.5 energy_ev=-125732.9789 largest_force_ha_per_bohr=0.0477
Ti 0.765 -0.483 1.768
I 0.449 2.561 1.052
C 2.530 2.553 1.013
C 3.193 3.747 1.135
C 4.535 3.737 0.862
C 5.182 2.577 0.520
C 4.544 1.328 0.568
C 5.267 0.068 0.385
C 4.666 -1.138 0.468
C 3.266 -1.114 0.673
C 2.496 0.037 0.870
C 3.166 1.298 0.819
H 2.632 4.642 1.202
H 5.093 4.673 0.949
H 6.231 2.582 0.276
H 6.324 0.155 0.202
H 5.221 -2.087 0.393
H 2.750 -2.096 0.756
S 0.307 -1.691 6.034
C 0.422 -1.292 4.442
S 0.283 0.396 3.835
S 0.922 -2.387 3.153
N -2.820 1.474 2.836
C -3.490 2.772 2.258
C -3.668 2.671 0.740
N -2.435 2.183 0.152
H -1.824 1.509 2.966
H -3.042 0.607 2.332
H -3.172 1.416 3.790
H -2.813 3.574 2.514
H -4.415 2.912 2.860
H -3.909 3.706 0.485
H -4.557 2.086 0.431
H -2.069 2.875 -0.500
H -2.609 1.336 -0.329
Cl 1.059 -0.071 -2.205
C -0.520 0.262 -2.850
C -0.637 1.484 -3.532
C -1.861 1.913 -3.986
C -2.970 1.055 -3.975
C -2.846 -0.172 -3.366
Cl -4.163 -1.314 -3.419
C -1.624 -0.604 -2.772
N -1.663 -1.878 -2.169
C -0.625 -2.754 -1.752
C 0.452 -3.131 -2.583
C 1.285 -4.126 -2.100
C 1.156 -4.656 -0.817
C 0.120 -4.289 0.040
C -0.755 -3.320 -0.476
C -1.897 -2.851 0.438
C -1.892 -1.411 0.866
O -2.817 -0.799 1.385
O -0.696 -0.750 0.690
H 0.231 2.081 -3.682
H -1.941 2.881 -4.545
H -3.937 1.423 -4.438
H -2.594 -2.278 -2.220
H 0.526 -2.727 -3.599
H 2.078 -4.569 -2.694
H 1.902 -5.398 -0.565
H -0.016 -4.682 1.052
H -1.871 -3.454 1.332
H -2.903 -3.051 0.032

***

3.
80
Properties=species:S:1:pos:R:3 method="wB97M-V/def2-TZVPD" total_charge=+1 de_lowest_ev=0.000 e_homo_ev="-9.4 / -10.1" spin_multiplicity=4 energy_ev=-174126.3652 largest_force_ha_per_bohr=0.0119
V 0.430 -1.000 -1.013
O -1.329 1.772 1.279
C -0.938 2.288 2.533
C 0.560 2.491 2.611
C 1.168 3.048 3.732
C 2.543 3.181 3.734
C 3.267 2.763 2.623
C 2.574 2.226 1.555
N 1.246 2.091 1.548
H -0.571 1.289 0.893
H -1.260 1.609 3.330
H -1.442 3.244 2.691
H 0.572 3.362 4.579
H 3.050 3.607 4.590
H 4.343 2.853 2.588
H 3.089 1.885 0.664
Cl -3.208 -6.197 2.736
C -2.586 -4.769 1.976
C -2.911 -3.512 2.513
C -2.428 -2.372 1.937
Cl -2.841 -0.835 2.618
C -1.563 -2.382 0.797
O -1.113 -1.284 0.317
C -1.266 -3.678 0.277
C -0.397 -3.889 -0.839
O 0.282 -3.053 -1.452
C -1.794 -4.848 0.873
H -3.543 -3.448 3.388
H -0.325 -4.932 -1.181
H -1.547 -5.815 0.450
N -1.285 -0.782 -2.492
C -1.785 0.587 -2.233
C -2.872 1.047 -3.194
C -3.272 2.524 -3.088
C -3.520 3.070 -1.680
N -2.301 3.292 -0.903
C -1.346 4.148 -1.214
N -0.178 4.079 -0.560
N -1.546 5.122 -2.110
C -0.504 1.434 -2.202
O -0.280 2.294 -3.049
O 0.277 1.107 -1.231
H -1.084 -0.894 -3.482
H -1.980 -1.480 -2.246
H -2.161 0.565 -1.206
H -3.751 0.415 -3.037
H -2.535 0.874 -4.220
H -4.193 2.672 -3.655
H -2.499 3.117 -3.574
H -4.125 2.379 -1.091
H -4.097 3.997 -1.733
H -2.107 2.705 -0.082
H 0.130 3.157 -0.260
H 0.556 4.704 -0.849
H -2.428 5.191 -2.584
H -0.754 5.541 -2.566
Br -0.115 -4.360 5.344
C 0.638 -3.497 3.845
C 1.339 -4.239 2.910
C 1.820 -3.611 1.771
C 1.593 -2.254 1.575
C 0.911 -1.515 2.532
C 0.440 -2.134 3.675
N 1.928 -1.643 0.331
C 3.081 -1.863 -0.183
C 3.344 -1.361 -1.529
C 4.600 -1.424 -2.115
C 4.770 -0.888 -3.381
C 3.686 -0.293 -4.007
C 2.464 -0.273 -3.355
N 2.284 -0.812 -2.152
H 1.480 -5.301 3.052
H 2.318 -4.193 1.005
H 0.720 -0.468 2.352
H -0.114 -1.571 4.414
H 3.857 -2.412 0.347
H 5.423 -1.880 -1.582
H 5.735 -0.925 -3.867
H 3.779 0.153 -4.987
H 1.599 0.205 -3.800

***

4.
36
Properties=species:S:1:pos:R:3 method="wB97M-V/def2-TZVPD" de_lowest_ev=0.000 e_homo_ev=-8.6 energy_ev=-106226.3062 largest_force_ha_per_bohr=0.0171
Br 0.086 -0.867 3.416
C 1.215 -1.162 1.910
C 2.245 -0.251 1.642
C 3.168 -0.550 0.639
C 3.021 -1.734 -0.114
S 4.159 -2.087 -1.405
C 1.924 -2.594 0.106
C 1.002 -2.292 1.109
H 2.316 0.687 2.182
H 3.988 0.131 0.404
H 1.795 -3.468 -0.535
H 0.122 -2.913 1.242
F 4.174 -7.994 -3.082
C 4.673 -6.899 -2.427
C 4.364 -6.723 -1.078
C 4.752 -5.522 -0.480
C 5.386 -4.507 -1.224
C 5.477 -3.109 -0.588
C 6.764 -2.267 -0.633
C 7.139 -1.588 0.543
C 8.102 -0.577 0.521
C 8.705 -0.292 -0.705
F 9.531 0.799 -0.797
C 8.478 -1.045 -1.849
C 7.506 -2.058 -1.792
C 5.795 -4.783 -2.525
C 5.435 -5.990 -3.150
H 3.806 -7.482 -0.534
H 4.571 -5.364 0.583
H 5.130 -3.170 0.452
H 6.672 -1.870 1.487
H 8.347 0.002 1.408
H 9.006 -0.840 -2.780
H 7.359 -2.686 -2.663
H 6.409 -4.079 -3.073
H 5.715 -6.179 -4.185

***

5.
8
Properties=species:S:1:pos:R:3 method="wB97M-V/def2-TZVPD" de_lowest_ev=0.271 e_homo_ev=-9.4 energy_ev=-82479.7145 largest_force_ha_per_bohr=0.0555
C -0.101 -1.091 0.271
O -0.425 1.821 -0.871
P 0.610 0.587 -0.360
Br 1.129 -1.781 1.624
H -1.052 -0.933 0.828
H -0.099 2.049 -1.807
H 0.408 1.074 0.889
H -0.471 -1.726 -0.574

***

6.
17
Properties=species:S:1:pos:R:3 method="wB97M-V/def2-TZVPD" de_lowest_ev=1.688 e_homo_ev=-8.6 energy_ev=-21278.8012 largest_force_ha_per_bohr=0.0689
C -2.245 0.226 -0.263
C -1.752 1.491 -0.341
C -1.145 -0.623 0.063
C -0.095 0.230 0.176
C -1.139 -2.101 0.221
C 2.682 1.462 0.215
O 2.510 -0.873 -1.011
O -0.427 1.499 -0.082
S 2.190 -0.308 0.287
H -3.258 -0.080 -0.425
H -2.216 2.432 -0.563
H -2.100 -2.454 0.588
H -0.942 -2.578 -0.739
H -0.354 -2.402 0.912
H 2.346 1.884 -0.726
H 3.766 1.516 0.281
H 2.225 1.978 1.052

***

7.
85
Properties=species:S:1:pos:R:3 method="wB97M-V/def2-TZVPD" de_lowest_ev=0.000 e_homo_ev=-7.5 energy_ev=-121244.1361 largest_force_ha_per_bohr=0.0342
Cu 12.343 11.930 12.960
C 22.304 12.472 13.490
C 20.836 12.722 13.333
C 20.348 13.984 12.940
C 18.995 14.157 12.770
C 18.124 13.116 13.060
C 18.565 11.863 13.449
C 19.937 11.680 13.597
S 16.370 13.412 12.884
O 16.343 14.455 11.783
C 16.092 14.057 14.582
C 15.974 13.080 15.589
C 15.759 13.417 16.914
C 15.675 14.776 17.290
C 15.444 15.139 18.639
C 15.352 16.478 18.988
C 15.494 17.467 18.009
C 15.729 17.138 16.693
C 15.860 15.781 16.277
C 16.122 15.406 14.895
C 16.350 16.469 13.889
C 17.533 17.295 13.938
C 18.636 16.996 14.813
C 19.816 17.710 14.755
C 19.914 18.841 13.920
C 18.862 19.171 13.082
C 17.673 18.407 13.059
C 16.622 18.717 12.181
C 15.495 17.921 12.171
C 15.409 16.760 12.922
S 13.858 15.773 12.940
O 13.027 16.442 14.005
C 13.213 15.994 11.256
C 12.265 16.977 11.079
C 11.924 17.373 9.787
C 12.450 16.681 8.682
C 11.995 17.025 7.282
C 13.380 15.649 8.899
C 13.793 15.316 10.188
H 22.816 13.430 13.584
H 22.755 11.925 12.671
H 22.509 11.908 14.396
H 21.031 14.814 12.803
H 18.578 15.101 12.396
H 17.882 11.009 13.576
H 20.312 10.711 13.928
H 16.090 12.035 15.318
H 15.608 12.657 17.678
H 15.311 14.370 19.408
H 15.147 16.748 20.036
H 15.409 18.523 18.274
H 15.905 17.951 15.970
H 18.567 16.162 15.507
H 20.661 17.409 15.382
H 20.811 19.479 13.934
H 18.942 20.039 12.405
H 16.688 19.552 11.490
H 14.641 18.187 11.549
H 11.778 17.443 11.945
H 11.251 18.208 9.652
H 10.948 17.337 7.292
H 12.110 16.175 6.618
H 12.575 17.840 6.871
H 13.773 15.089 8.053
H 14.585 14.573 10.346
N 9.446 14.577 13.950
C 8.688 13.533 13.498
C 9.567 12.538 13.169
N 10.848 13.000 13.380
C 10.738 14.231 13.857
H 9.116 15.479 14.299
H 7.601 13.555 13.432
H 9.368 11.538 12.803
H 11.554 14.904 14.075
F 15.098 6.849 11.691
C 14.512 8.064 11.942
C 13.333 8.349 11.242
C 12.791 9.594 11.518
C 13.319 10.412 12.501
C 14.448 10.067 13.197
C 15.121 8.882 12.875
H 12.879 7.661 10.520
H 11.900 9.914 10.990
H 14.818 10.692 14.015
H 16.056 8.647 13.350

***

8.
88
Properties=species:S:1:pos:R:3 method="wB97M-V/def2-TZVPD" de_lowest_ev=0.000 e_homo_ev=-7.1 energy_ev=-185553.9072 largest_force_ha_per_bohr=0.0948
C -6.114 0.263 2.339
C -5.332 1.607 2.602
C -3.773 1.435 2.793
C -3.348 0.778 4.156
N -3.213 0.770 1.575
C -2.553 1.597 0.660
O -2.985 2.735 0.329
C -1.274 0.793 0.281
C -0.058 1.126 -0.488
C 0.070 2.554 -1.105
C -1.053 2.926 -2.141
C -0.481 3.632 -3.445
S -1.883 4.386 -4.379
O -3.004 4.744 -3.494
O -1.431 5.588 -5.060
O -2.362 3.303 -5.523
C 0.980 0.052 -0.636
P 2.509 0.534 -1.622
P 3.390 2.214 -0.519
O 2.540 2.621 0.654
O 4.906 1.896 -0.034
O 3.476 3.573 -1.512
C 0.849 -1.285 -0.026
C 1.968 -2.358 -0.225
Cl 1.349 -3.863 -1.073
C 2.763 -2.703 1.097
C 2.534 -1.686 2.272
Cl 4.560 -2.610 0.675
C -0.388 -1.549 0.783
B -0.668 -2.950 1.569
O -0.593 -2.846 2.996
N -1.009 -4.211 0.919
C -1.615 -5.178 1.899
C -2.143 -3.902 -0.032
C -1.422 -0.544 0.915
C -2.781 -0.590 1.650
O -3.353 -1.528 2.123
H -5.925 -0.173 1.322
H -7.210 0.496 2.435
H -5.837 -0.458 3.153
H -5.761 2.202 3.456
H -5.461 2.241 1.673
H -3.348 2.483 2.799
H -3.901 -0.202 4.243
H -3.740 1.420 4.983
H -2.241 0.596 4.232
H -0.010 3.275 -0.241
H 1.053 2.763 -1.584
H -1.688 3.727 -1.646
H -1.676 2.039 -2.452
H 0.118 2.927 -4.082
H 0.148 4.506 -3.095
H -3.309 3.125 -5.353
H 2.152 1.030 -2.909
H 5.283 1.295 -0.790
H 3.436 3.255 -2.437
H 2.724 -1.934 -0.944
H 2.591 -3.775 1.366
H 2.468 -0.610 1.956
H 1.677 -2.047 2.889
H 3.517 -1.752 2.998
H -1.502 -2.897 3.354
H -1.661 -6.188 1.399
H -0.975 -5.320 2.808
H -2.634 -4.864 2.248
H -1.772 -3.799 -1.086
H -2.667 -2.932 0.215
H -2.950 -4.686 0.018
Al -3.520 2.809 -1.514
C 2.449 7.506 -1.027
C 1.825 6.150 -0.596
O 1.103 5.697 -1.620
H 1.682 8.245 -1.266
H 3.053 7.909 -0.208
H 3.104 7.394 -1.894
H 1.302 6.356 0.356
H 2.680 5.536 -0.253
C 3.929 -6.992 -2.725
C 3.652 -7.172 -1.245
O 4.845 -6.984 -0.492
H 4.687 -7.702 -3.061
H 3.021 -7.140 -3.314
H 4.318 -5.990 -2.926
H 3.284 -8.179 -1.045
H 2.901 -6.455 -0.899
H 5.161 -6.089 -0.665
Br 3.965 -2.953 4.053
F 6.601 0.985 -1.561

***

9.
20
Properties=species:S:1:pos:R:3 method="wB97M-V/def2-TZVPD" total_charge=+1 de_lowest_ev=2.905 e_homo_ev=-13.2 energy_ev=-11419.2617 largest_force_ha_per_bohr=0.0723
C -0.041 1.679 -1.564
C 0.984 2.313 0.508
C -0.019 -0.386 2.018
C -1.373 -1.107 -0.025
C 1.022 -1.620 0.101
C -0.239 -1.090 0.689
N 0.412 1.604 -0.319
N -0.907 0.848 -2.075
O 1.441 2.829 1.403
H 0.532 2.227 -2.288
H 0.829 0.105 1.762
H -0.872 0.337 2.152
H 0.282 -1.044 2.827
H -2.291 -0.591 0.381
H -1.586 -1.827 -0.883
H -1.410 0.100 -1.490
H 1.466 -0.943 -0.627
H 1.906 -1.727 0.779
H 1.068 -2.538 -0.311
H -1.205 0.832 -3.038

***

10.
48
Properties=species:S:1:pos:R:3 method="wB97M-V/def2-TZVPD" de_lowest_ev=1.311 e_homo_ev=-8.6 energy_ev=-42065.7476 largest_force_ha_per_bohr=0.0197
C 0.167 1.337 -2.608
C 1.083 1.276 -1.432
C 1.856 2.370 -1.071
C 2.708 2.335 0.036
C 2.782 1.164 0.795
C 2.022 0.070 0.435
C 1.182 0.125 -0.661
S 0.226 -1.329 -1.052
O 0.358 -1.686 -2.434
O 0.512 -2.339 -0.067
N -1.339 -0.731 -0.864
H -1.982 -1.214 -1.476
C -1.822 -0.688 0.497
H -0.998 -0.344 1.124
C -2.311 -2.052 0.990
H -1.490 -2.773 0.903
O -3.397 -2.419 0.163
C -3.936 -3.665 0.301
C -4.972 -3.976 -0.580
C -5.592 -5.206 -0.520
C -5.190 -6.147 0.416
C -4.164 -5.840 1.289
C -3.534 -4.606 1.241
H -2.736 -4.393 1.934
H -3.843 -6.565 2.022
H -5.674 -7.110 0.462
H -6.392 -5.435 -1.208
H -5.272 -3.233 -1.302
H -2.631 -1.980 2.038
H -2.644 0.033 0.546
H 2.069 -0.849 0.997
H 3.440 1.113 1.645
N 3.458 3.463 0.374
C 4.570 3.485 1.176
O 5.056 2.550 1.762
C 5.107 4.906 1.179
C 3.937 5.744 0.681
H 3.310 6.048 1.519
H 4.248 6.634 0.139
C 3.177 4.763 -0.213
H 3.552 4.803 -1.244
H 2.103 4.955 -0.217
H 5.955 4.944 0.491
H 5.463 5.181 2.170
H 1.794 3.257 -1.681
H 0.270 0.433 -3.203
H 0.378 2.209 -3.223
H -0.865 1.383 -2.266